Record 1
17
Properties=species:S:1:pos:R:3:forces:R:3:mulliken_charge:R:1 method="wB97M-V/def2-TZVPD" total_charge=-1 de_lowest_ev=1.250 energy_ev=-12380.8724 homo_ev=-4.280 mol_weight_g_mol=121.12 orbital_gap_ev=8.0984
N 2.278 2.231 0.407 -0.3 0.4 -1.4 -0.55
C 1.850 0.907 -0.020 -0.2 -0.6 -0.8 0.66
O 1.187 0.905 -1.107 0.9 -0.1 1.3 -0.72
O 2.153 -0.083 0.722 0.1 1.8 -0.8 -0.77
H 3.036 2.207 1.053 0.5 -0.1 0.3 0.21
H 2.463 2.869 -0.408 -0.4 -1.1 1.2 0.21
C -0.246 -1.640 0.858 -1.5 0.7 -1.1 -0.63
N -1.599 -1.176 0.346 0.4 0.6 -0.9 -0.42
C -1.513 -0.096 -0.679 0.6 -1.0 0.3 -0.32
O -2.778 0.104 -1.279 -0.3 1.6 1.5 -0.55
H 0.309 -1.958 -0.050 -0.3 0.0 0.7 0.22
H -0.417 -2.459 1.551 0.1 -0.2 0.0 0.32
H 0.356 -0.853 1.304 -0.1 -0.1 0.1 0.24
H -2.273 -0.811 1.014 0.6 -0.3 0.6 0.22
H -1.127 0.872 -0.313 -0.3 -0.5 -0.1 0.23
H -0.868 -0.462 -1.477 0.6 0.2 0.4 0.32
H -2.811 -0.557 -1.923 -0.5 -1.5 -1.4 0.32

Record 2
55
Properties=species:S:1:pos:R:3:forces:R:3:mulliken_charge:R:1 method="wB97M-V/def2-TZVPD" spin_multiplicity=2 de_lowest_ev=0.000 s2=0.751 energy_ev=-30273.7182 homo_ev="-2.550 / -8.837" mol_weight_g_mol=297.37 orbital_gap_ev="2.4554 / 8.6822"
C -0.113 -1.712 0.742 -0.5 1.1 -1.5 -2.06
N -1.149 -1.630 1.752 1.4 -0.7 1.5 -0.21
C -0.588 -1.654 3.131 -0.7 1.2 0.0 0.15
C -1.522 -0.892 4.069 0.0 -0.2 -0.1 -1.42
C 0.429 -0.298 0.267 2.0 -2.1 -0.9 0.98
N 0.455 -0.324 -1.315 0.2 -0.7 2.4 -0.36
C 2.488 1.233 0.676 -0.9 -0.1 -1.0 -1.27
C 1.878 -0.184 0.733 0.9 1.7 2.4 -0.89
H 0.782 -2.300 0.995 -0.7 0.0 0.4 0.39
H -0.594 -2.211 -0.106 0.5 0.2 0.0 0.93
H -1.719 -0.804 1.625 0.0 0.0 0.0 0.24
H -0.464 -2.657 3.546 0.0 -0.2 -0.5 0.29
H 0.387 -1.151 3.182 0.1 -0.2 -0.1 0.05
H -2.560 -1.127 3.819 0.0 -0.4 0.5 0.36
H -1.489 0.181 3.940 0.4 0.4 -0.2 0.29
H -1.243 -1.113 5.104 -0.5 0.0 -0.1 0.42
H -0.195 0.526 0.627 0.1 -0.1 -0.4 0.12
H 1.246 -0.894 -1.702 -0.7 0.8 0.7 0.14
H -0.369 -0.905 -1.457 -0.3 0.5 -1.2 0.45
H 0.485 0.616 -1.713 -0.5 0.3 -0.5 0.37
H 1.850 1.959 1.183 0.0 -0.1 0.2 -0.11
H 2.478 1.568 -0.369 0.5 0.2 0.1 0.39
H 3.475 1.267 1.129 0.2 0.0 -0.2 0.46
H 2.631 -0.874 0.346 -0.8 -0.4 -0.3 0.57
H 1.927 -0.376 1.832 -0.5 -0.3 -0.6 0.14
H -2.927 2.727 2.395 -0.2 -0.1 0.6 0.29
H -2.179 2.769 3.689 -0.1 0.0 0.1 0.33
O -3.039 2.498 3.338 0.4 0.1 -0.7 -0.69
H -0.051 2.803 -3.374 -0.4 0.4 0.1 0.35
H -1.248 2.213 -2.466 0.1 0.5 -0.3 0.18
O -0.355 2.076 -2.820 0.3 -1.1 0.3 -0.59
H -0.415 2.787 1.309 -0.7 0.1 0.0 0.31
H 0.571 3.737 1.724 0.2 0.7 0.4 0.21
O -0.378 3.603 1.844 0.4 -0.7 -0.4 -0.58
H 0.155 -3.142 -2.542 0.1 0.0 -0.2 0.25
H -0.663 -2.200 -3.535 0.3 -0.4 0.4 0.29
O -0.530 -2.472 -2.610 -0.6 0.3 -0.4 -0.63
H 3.835 -0.376 -2.747 -0.4 0.2 -0.2 0.20
H 3.600 -0.222 -1.255 0.3 0.3 0.5 0.17
O 3.157 -0.478 -2.060 0.5 -0.6 -0.3 -0.27
H 2.873 -2.337 -1.484 -0.2 -1.0 -0.1 0.29
H 2.379 -3.889 -1.337 0.6 -0.4 -0.5 0.27
O 2.269 -2.990 -1.061 -0.4 1.3 0.4 -0.53
H 2.253 1.454 -4.489 -0.9 0.1 0.1 0.27
H 2.143 -0.164 -4.570 -0.5 0.8 0.0 0.24
O 2.708 0.620 -4.544 1.4 -0.9 -0.3 -0.50
H -4.074 1.788 -1.306 0.0 0.2 -0.1 0.32
H -3.420 1.433 0.013 0.1 0.3 0.5 0.26
O -3.542 1.114 -0.876 0.0 -0.5 -0.5 -0.71
H -1.115 3.977 -0.921 0.2 -0.2 0.0 0.21
H -2.412 4.688 -0.665 -0.3 0.4 0.2 0.26
O -2.069 3.876 -1.038 0.1 -0.2 -0.1 -0.56
H -2.459 -4.129 -0.866 -0.4 -0.3 -0.2 0.26
H -1.751 -4.284 0.508 -0.3 0.5 -0.6 0.27
O -1.820 -3.723 -0.290 0.3 -0.6 0.7 -0.59

Record 3
18
Properties=species:S:1:pos:R:3:forces:R:3:mulliken_charge:R:1 method="wB97M-V/def2-TZVPD" de_lowest_ev=0.918 smiles=CCO.O.O.O energy_ev=-10458.0761 homo_ev=-10.584 mol_weight_g_mol=100.11 orbital_gap_ev=11.2708
C 2.430 0.060 1.479 0.0 0.4 -0.7 -0.98
C 1.362 0.550 2.421 -0.3 0.0 0.1 -0.19
O 0.463 1.402 1.693 -0.1 0.0 0.4 -0.51
H 2.104 -0.777 0.874 -0.3 -0.3 0.0 0.20
H 3.332 -0.250 1.973 0.4 -0.1 0.4 0.36
H 2.689 0.847 0.765 0.1 0.1 0.2 0.29
H 0.813 -0.304 2.835 0.0 0.1 0.0 0.23
H 1.759 1.129 3.261 0.3 -0.1 -0.1 0.33
H -0.029 1.889 2.368 -0.1 -0.1 -0.4 0.28
O -3.683 -2.683 0.046 -0.2 0.4 0.6 -0.63
H -3.374 -3.575 -0.109 0.0 0.0 -0.5 0.31
H -3.891 -2.242 -0.782 0.2 -0.4 -0.1 0.32
O -0.612 -0.600 -1.151 -0.7 0.0 -0.4 -0.63
H -0.500 0.189 -0.612 0.4 -0.2 0.2 0.32
H 0.177 -1.142 -1.135 0.2 0.3 0.3 0.31
O -0.753 1.809 -4.935 -0.1 0.0 0.0 -0.64
H -1.499 1.229 -4.757 0.0 0.0 0.0 0.32
H -0.788 2.468 -4.235 0.0 0.0 0.0 0.32

Record 4
74
Properties=species:S:1:pos:R:3:forces:R:3:mulliken_charge:R:1 method="wB97M-V/def2-TZVPD" de_lowest_ev=1.410 energy_ev=-86033.9830 homo_ev=-8.275 mol_weight_g_mol=741.10 orbital_gap_ev=8.0216
Rh -0.597 -1.637 -1.153 -0.7 -2.5 -0.1 0.32
C 4.993 -1.917 4.232 0.0 0.0 0.0 -1.59
C 3.591 -1.797 3.701 0.0 0.0 0.0 1.00
C 3.060 -0.563 3.344 0.0 0.0 0.0 -0.78
C 1.765 -0.455 2.851 0.0 0.0 0.0 -0.27
C 0.990 -1.594 2.718 0.1 0.0 -0.1 -0.08
C 1.500 -2.835 3.072 0.0 -0.1 0.0 -0.56
C 2.790 -2.930 3.559 0.0 0.0 0.0 -0.82
S -0.664 -1.444 2.094 0.0 0.4 0.2 1.21
O -0.759 -0.093 1.581 -0.1 -0.2 0.1 -0.28
O -1.578 -1.832 3.140 0.1 -0.1 0.0 -0.81
N -0.671 -2.466 0.852 -0.5 0.7 0.1 0.22
C -1.636 -3.441 0.618 0.3 0.2 -0.1 0.83
C -2.502 -4.081 1.506 -0.1 -0.1 0.0 -0.73
C -3.395 -4.990 0.973 0.0 0.0 0.0 -0.45
C -3.430 -5.235 -0.397 0.0 0.0 0.0 -0.66
C -2.532 -4.563 -1.198 0.1 0.0 -0.2 -0.38
N -1.640 -3.713 -0.699 0.5 0.2 0.3 -0.12
H 5.486 -0.946 4.269 0.0 0.0 0.0 0.35
H 5.595 -2.578 3.606 0.0 0.0 0.0 0.33
H 4.996 -2.332 5.241 0.0 0.0 0.0 0.39
H 3.665 0.329 3.456 0.0 0.0 0.0 0.32
H 1.350 0.504 2.570 0.0 0.0 0.0 0.49
H 0.893 -3.726 2.955 0.0 0.0 0.0 0.43
H 3.188 -3.901 3.832 0.0 0.0 0.0 0.39
H -2.491 -3.841 2.556 0.0 0.0 0.0 0.46
H -4.082 -5.503 1.634 0.0 0.0 0.0 0.41
H -4.131 -5.935 -0.830 0.0 0.0 0.0 0.39
H -2.496 -4.709 -2.271 0.0 0.0 0.0 0.41
Cl -0.202 -2.090 -3.374 -0.2 0.4 -0.3 -0.38
O 1.378 -1.496 -0.866 0.3 -0.1 -0.2 -0.71
S 2.226 -0.677 -1.877 -0.3 0.0 0.1 0.62
C 3.333 0.152 -0.732 0.1 0.1 -0.1 -0.77
C 4.314 -0.917 -0.272 -0.1 0.0 0.0 -0.19
C 4.758 -1.611 -1.559 0.0 0.0 0.0 -0.75
C 3.493 -1.877 -2.383 -0.1 0.0 0.0 -0.70
H 2.702 0.592 0.038 0.0 0.0 0.0 0.18
H 3.821 0.949 -1.299 0.0 0.0 0.0 0.53
H 3.798 -1.616 0.389 0.0 0.0 0.0 0.03
H 5.144 -0.480 0.282 0.0 0.0 0.0 0.46
H 5.295 -2.540 -1.372 0.0 0.0 0.0 0.36
H 5.429 -0.952 -2.115 0.0 0.0 0.0 0.32
H 3.020 -2.833 -2.156 0.0 0.0 0.0 0.22
H 3.621 -1.809 -3.461 0.0 0.0 0.0 0.49
O -2.748 -1.098 -0.976 0.2 0.0 -0.2 -0.59
C -2.347 0.071 -1.166 0.1 0.1 0.0 -0.41
N -2.961 1.249 -1.029 0.0 -0.1 -0.1 0.12
C -2.015 2.336 -1.282 0.0 0.1 0.0 3.49
C -0.714 1.530 -1.623 -0.1 -0.1 0.2 -1.03
O 0.347 2.038 -1.887 0.2 -0.1 0.0 -0.66
N -1.044 0.213 -1.541 0.0 1.0 0.4 0.76
C -1.702 3.143 -0.028 0.0 0.0 0.0 -0.68
C -2.115 2.723 1.228 0.0 0.0 0.0 -0.12
C -1.768 3.454 2.359 0.0 0.0 0.0 -0.90
C -1.001 4.599 2.239 0.0 0.0 0.0 -0.43
C -0.569 5.011 0.984 0.0 0.0 0.0 -0.95
C -0.913 4.287 -0.143 0.0 0.0 0.0 -0.10
C -2.490 3.172 -2.463 0.0 0.0 0.0 -0.20
C -3.260 4.310 -2.261 0.0 0.0 0.0 -0.23
C -3.770 5.014 -3.344 0.0 0.0 0.0 -0.89
C -3.510 4.586 -4.636 0.0 0.0 0.0 -0.45
C -2.741 3.450 -4.844 0.0 0.0 0.0 -0.89
C -2.234 2.745 -3.763 0.0 0.0 0.0 -0.46
H -3.918 1.349 -0.740 0.0 0.1 0.0 0.28
H -2.674 1.805 1.343 0.0 0.0 0.0 0.30
H -2.092 3.110 3.332 0.0 0.0 0.0 0.43
H -0.731 5.168 3.120 0.0 0.0 0.0 0.43
H 0.041 5.900 0.884 0.0 0.0 0.0 0.40
H -0.568 4.600 -1.120 0.0 0.0 0.0 0.53
H -3.458 4.656 -1.254 0.0 0.0 0.0 0.43
H -4.369 5.900 -3.173 0.0 0.0 0.0 0.40
H -3.903 5.137 -5.481 0.0 0.0 0.0 0.40
H -2.530 3.110 -5.850 0.0 0.0 0.0 0.42
H -1.633 1.860 -3.938 0.0 0.0 0.0 0.46